70
Properties=species:S:1:pos:R:3 method="wB97M-V/def2-TZVPD" e_homo_ev=-8.18 smiles="CC(C)C[C@H](C)COP(CCCCn1cccc1)[PH2]=N.O=C1OC[C@@H](F)O1.O=C1OC[C@@H](F)O1" gap_ev=8.5 charge=0 multiplicity=1 e_lumo_ev=0.34
C -0.97 1.47 3.20
C -2.44 1.12 3.49
C -3.34 2.34 3.31
C -2.95 -0.11 2.72
C -2.99 0.00 1.19
C -4.08 -0.97 0.71
C -1.68 -0.49 0.54
O -0.73 0.55 0.28
P -0.94 1.44 -1.09
C 0.76 2.03 -1.30
C 1.86 0.95 -1.38
C 2.74 0.88 -0.13
C 2.07 0.09 1.00
N 2.97 -0.74 1.78
C 2.96 -2.10 1.69
C 3.91 -2.61 2.56
C 4.51 -1.50 3.19
C 3.91 -0.35 2.70
P -1.01 0.06 -2.83
N -0.07 0.57 -4.01
H -0.47 1.81 4.10
H -0.92 2.28 2.49
H -0.42 0.61 2.83
H -2.50 0.85 4.55
H -4.21 2.28 3.96
H -3.66 2.48 2.29
H -2.79 3.22 3.64
H -2.35 -0.97 3.03
H -3.96 -0.29 3.08
H -3.22 1.01 0.88
H -4.11 -0.99 -0.38
H -3.80 -1.98 1.01
H -5.05 -0.74 1.12
H -1.19 -1.14 1.26
H -1.88 -1.10 -0.33
H 0.74 2.56 -2.25
H 0.97 2.76 -0.52
H 2.49 1.19 -2.23
H 1.43 -0.03 -1.59
H 2.90 1.91 0.21
H 3.71 0.45 -0.36
H 1.34 -0.58 0.56
H 1.51 0.76 1.64
H 2.31 -2.65 1.04
H 4.13 -3.65 2.72
H 5.27 -1.55 3.94
H 4.08 0.68 2.94
H -0.76 -1.27 -2.40
H -2.36 0.09 -3.22
H 0.60 -0.17 -4.21
C -0.28 3.64 -7.06
C 0.95 3.02 -6.44
O 1.70 4.16 -6.04
C 0.81 5.17 -5.79
O 1.05 6.16 -5.21
O -0.41 4.85 -6.30
F 1.68 2.32 -7.35
H -0.11 3.88 -8.11
H -1.16 3.02 -6.96
H 0.75 2.40 -5.57
C -0.49 -5.33 2.22
C 1.02 -5.34 2.15
O 1.27 -4.66 0.93
C 0.23 -3.82 0.70
O 0.25 -2.93 -0.08
O -0.81 -4.12 1.51
F 1.52 -6.59 2.09
H -0.91 -6.18 1.69
H -0.88 -5.30 3.23
H 1.52 -4.80 2.96


67
Properties=species:S:1:pos:R:3 method="wB97M-V/def2-TZVPD" e_homo_ev="-14.41 / -14.40" gap_ev="6.5 / 6.4" charge=+2 multiplicity=1 e_lumo_ev="-7.95 / -7.98"
Ir -0.11 0.04 0.11
C -0.49 1.90 3.46
C -1.82 1.19 3.19
C -3.01 2.13 3.43
C -1.97 -0.04 4.10
O -1.82 0.77 1.85
Ge -3.01 0.91 0.45
O -1.40 1.77 -0.55
C -1.38 2.67 -1.62
C -0.91 4.05 -1.10
C -0.41 2.18 -2.70
C -2.79 2.81 -2.21
O -2.03 -0.93 -0.11
C -2.52 -2.23 -0.23
C -3.95 -2.31 0.32
C -1.59 -3.20 0.52
C -2.55 -2.59 -1.73
H -0.38 2.11 4.52
H 0.33 1.26 3.13
H -0.46 2.83 2.90
H -2.98 2.53 4.45
H -2.98 2.96 2.72
H -3.95 1.59 3.30
H -1.94 0.27 5.13
H -2.92 -0.53 3.90
H -1.16 -0.74 3.91
H 0.03 3.95 -0.57
H -0.78 4.73 -1.93
H -1.65 4.47 -0.42
H 0.59 2.08 -2.29
H -0.73 1.20 -3.06
H -0.39 2.88 -3.53
H -3.47 3.18 -1.45
H -2.78 3.51 -3.04
H -3.13 1.84 -2.57
H -3.95 -2.09 1.39
H -4.58 -1.59 -0.19
H -4.35 -3.31 0.16
H -1.74 -3.09 1.60
H -1.81 -4.22 0.24
H -0.55 -2.97 0.29
H -3.25 -1.96 -2.26
H -1.56 -2.47 -2.17
H -2.86 -3.63 -1.84
O 1.79 0.33 1.15
N 2.99 0.53 0.68
C 3.96 -0.37 0.92
C 5.23 -0.18 0.44
C 5.53 0.96 -0.30
C 4.53 1.89 -0.50
C 3.26 1.65 -0.01
H 3.67 -1.22 1.52
H 5.99 -0.92 0.64
H 6.53 1.12 -0.69
H 4.73 2.81 -1.04
H 2.45 2.35 -0.14
S 1.00 -0.77 -2.06
C 2.14 -2.00 -1.86
N 2.67 -2.53 -3.01
C 3.64 -3.46 -2.99
C 4.08 -3.92 -1.77
C 3.47 -3.38 -0.63
N 2.55 -2.45 -0.68
H 2.31 -2.17 -3.89
H 4.02 -3.80 -3.93
H 4.86 -4.66 -1.70
H 3.76 -3.72 0.36


65
Properties=species:S:1:pos:R:3 method="wB97M-V/def2-TZVPD" e_homo_ev=-10.78 gap_ev=5.8 charge=+1 multiplicity=1 e_lumo_ev=-4.96
C 1.13 -2.05 0.17
C 0.60 -1.18 -1.11
N 0.73 0.32 -0.98
C -0.29 0.93 -0.05
C -1.52 1.71 -0.87
C -2.30 0.53 -1.74
C -2.11 0.51 -3.36
N -2.75 -0.56 -4.14
N -3.48 -1.50 -3.48
C -3.84 -1.71 -2.04
C -3.20 -0.60 -0.97
C -3.45 -0.69 0.66
C -4.70 -1.72 0.96
O -4.66 -2.78 1.78
C 2.15 0.76 -0.69
C 3.21 0.67 -1.98
O 2.65 1.17 0.47
H 0.28 -2.18 0.99
H 2.15 -1.70 0.62
H 1.33 -3.16 -0.24
H 1.28 -1.49 -2.04
H -0.48 -1.56 -1.37
H -0.75 0.05 0.60
H 0.12 1.72 0.71
H -1.12 2.54 -1.60
H -2.27 2.23 -0.10
H -1.43 1.35 -3.86
H -3.88 -2.26 -4.12
H -4.51 -2.63 -1.69
H -3.75 0.38 1.07
H -2.51 -1.07 1.27
H -5.72 -1.49 0.38
H 4.14 0.06 -1.54
H 2.78 0.02 -2.86
H 3.62 1.72 -2.30
C 3.20 -0.40 3.59
C 2.14 -1.26 4.22
O 1.45 -2.02 3.55
C 1.96 -1.14 5.71
H 3.22 -0.59 2.51
H 2.98 0.66 3.76
H 4.18 -0.65 4.01
H 1.67 -0.12 5.98
H 2.88 -1.43 6.23
H 1.16 -1.82 6.03
C 1.99 -0.04 -6.27
C 0.81 -0.62 -5.53
O 0.47 -0.19 -4.43
C 0.08 -1.77 -6.18
H 2.42 0.77 -5.69
H 2.75 -0.81 -6.43
H 1.65 0.36 -7.23
H 0.76 -2.61 -6.33
H -0.34 -1.44 -7.13
H -0.74 -2.09 -5.53
C -0.51 2.83 3.62
C 0.22 2.66 4.93
O 1.10 1.81 5.06
C -0.16 3.58 6.06
H -0.13 2.10 2.90
H -1.58 2.65 3.77
H -0.35 3.84 3.23
H -1.21 3.43 6.32
H 0.02 4.62 5.78
H 0.45 3.34 6.94


67
Properties=species:S:1:pos:R:3 method="wB97M-V/def2-TZVPD" e_homo_ev=-7.89 gap_ev=8.1 charge=0 multiplicity=1 e_lumo_ev=0.17
C 0.52 -4.24 -1.40
C -0.90 -4.21 -1.50
C -1.47 -2.70 -1.37
C -1.36 -2.22 0.03
N 0.00 -1.95 0.14
C 0.55 -1.02 -0.51
O -0.07 -0.51 -1.33
C 2.02 -0.68 -0.58
C 2.63 0.37 -1.23
N 2.14 1.33 -1.77
H 1.07 1.45 -2.00
H 2.61 2.07 -2.39
C 4.13 0.03 -1.10
N 4.53 -0.75 -0.28
S 3.26 -1.74 0.09
C 5.00 1.12 -1.48
O 4.76 1.94 -2.23
N 6.32 0.80 -1.26
H 6.68 0.15 -0.86
H 7.06 1.47 -1.61
C 0.40 -2.01 1.55
H 1.41 -2.05 1.80
H -0.01 -2.80 2.08
C 0.02 -0.77 2.73
N 0.73 0.56 1.86
C -0.07 1.56 1.99
H 0.38 2.12 1.43
H -0.98 1.38 1.38
C -0.72 2.08 3.44
H -1.13 1.32 3.98
H -1.32 3.05 3.09
H 0.16 2.48 3.79
C 2.03 0.66 2.80
C 2.76 1.66 2.18
H 2.32 2.68 2.48
H 3.85 1.96 2.61
H 2.84 1.73 0.94
H 2.59 -0.27 2.93
H 1.83 0.82 3.88
H -1.12 -0.57 2.63
H 0.45 -1.16 3.75
H -1.77 -2.89 1.03
C -2.55 -1.12 0.38
O -3.22 -1.30 1.36
N -2.60 -0.03 -0.62
H -1.61 -0.13 -1.27
C -3.35 0.90 -0.45
H -3.84 0.75 0.49
C -2.69 2.46 -0.71
C -3.52 3.16 -1.72
C -3.83 2.01 -2.73
H -2.98 1.59 -3.27
H -4.42 2.35 -3.51
C -4.34 0.86 -1.59
H -5.29 1.18 -1.25
H -4.42 0.04 -1.89
H -4.27 3.60 -1.49
H -2.79 3.79 -2.22
H -1.64 2.29 -0.81
H -2.63 2.92 0.61
H -2.65 -2.91 -1.59
H -1.16 -2.15 -2.01
H -1.36 -4.60 -2.51
H -1.60 -4.87 -0.59
H 0.84 -5.35 -1.70
H 0.91 -3.62 -2.17
H 0.87 -4.09 -0.45


Look up the multiplicity of the second one. 1